Entry 1:
{
  "formula": "C4H12N3",
  "method": "ωB97M-V with the def2-TZVPD basis set",
  "elements": ["C", "C", "C", "N", "C", "N", "N", "H", "H", "H", "H", "H", "H", "H", "H", "H", "H", "H", "H"],
  "coordinates": [[-0.47, -0.03, 1.55], [0.86, 0.54, 1.05], [0.77, 1.56, -0.08], [-0.31, -1.20, -1.04], [-0.36, -0.07, -1.67], [0.27, 1.07, -1.37], [-0.51, -1.50, 1.27], [-1.29, 0.39, 0.97], [-0.58, 0.15, 2.61], [1.42, 1.05, 1.83], [1.49, -0.24, 0.59], [0.15, 2.41, 0.24], [1.73, 2.01, -0.33], [-0.74, -1.90, -1.61], [-1.03, -0.05, -2.53], [0.02, 1.80, -2.03], [-0.35, -1.57, 0.16], [0.27, -1.94, 1.77], [-1.35, -2.05, 1.44]],
  "lowdin_charge": [-0.140, -0.154, -0.168, 0.092, -0.193, 0.047, 0.085, 0.127, 0.125, 0.124, 0.126, 0.131, 0.130, 0.095, 0.149, 0.150, -0.035, 0.154, 0.157],
  "lumo_energy_ev": -2.704,
  "homo_ha": -0.5064,
  "de_lowest_kcal_mol": 33.8,
  "total_charge": 1,
  "total_energy_ha": -323.62442
}

=====

Entry 2:
{
  "formula": "C6H6",
  "method": "ωB97M-V with the def2-TZVPD basis set",
  "elements": ["C", "C", "C", "C", "C", "C", "H", "H", "H", "H", "H", "H"],
  "coordinates": [[1.73, 0.50, -0.16], [0.26, 0.75, -0.03], [-0.70, 0.03, -0.76], [-0.98, -0.53, -1.93], [-1.15, -0.36, 0.63], [-1.67, -0.78, 1.65], [1.93, -0.32, -0.85], [2.15, 1.42, -0.59], [2.23, 0.33, 0.80], [-0.05, 1.55, 0.64], [-1.55, -1.46, -1.89], [-2.20, -1.14, 2.50]],
  "lowdin_charge": [-0.046, -0.107, -0.408, 0.106, -0.144, 0.152, 0.087, 0.096, 0.087, 0.127, 0.016, 0.034],
  "lumo_energy_ev": [-0.755, -0.919],
  "homo_ha": [-0.3043, -0.2749],
  "de_lowest_kcal_mol": 175.3,
  "total_energy_ha": -231.94698
}

=====

Entry 3:
{
  "formula": "C16H18KN4O2",
  "method": "ωB97M-V with the def2-TZVPD basis set",
  "elements": ["K", "C", "C", "N", "C", "C", "C", "C", "C", "C", "C", "C", "N", "C", "N", "H", "H", "H", "H", "H", "H", "H", "H", "H", "O", "C", "O", "C", "N", "C", "C", "C", "H", "H", "H", "H", "H", "H", "H", "H", "H"],
  "coordinates": [[-0.04, 1.37, -0.31], [4.57, 0.63, -2.32], [3.25, 0.94, -2.05], [2.59, 0.45, -0.99], [3.26, -0.37, -0.18], [4.57, -0.78, -0.37], [5.24, -0.24, -1.47], [5.23, -1.72, 0.56], [4.69, -2.82, 1.08], [3.34, -3.37, 0.78], [2.83, -3.45, -0.51], [1.56, -3.97, -0.65], [0.83, -4.39, 0.39], [1.43, -4.30, 1.57], [2.65, -3.82, 1.83], [5.06, 1.05, -3.18], [2.70, 1.60, -2.71], [2.72, -0.75, 0.69], [6.28, -0.50, -1.65], [6.24, -1.45, 0.87], [5.24, -3.37, 1.83], [3.40, -3.12, -1.36], [1.10, -4.05, -1.63], [0.87, -4.66, 2.43], [-2.28, 3.07, 0.34], [-2.82, 2.14, -0.33], [-2.26, 1.14, -0.82], [-4.33, 2.29, -0.54], [-4.69, 3.60, 0.15], [-5.69, 3.31, 1.23], [-5.41, 1.86, 1.58], [-5.15, 1.22, 0.21], [-4.56, 2.34, -1.60], [-4.99, 4.33, -0.49], [-3.74, 3.84, 0.52], [-6.68, 3.42, 0.80], [-5.56, 4.02, 2.04], [-6.24, 1.40, 2.11], [-4.52, 1.79, 2.21], [-6.09, 1.03, -0.31], [-4.59, 0.29, 0.26]],
  "lowdin_charge": [0.978, -0.043, -0.143, -0.009, -0.106, -0.207, -0.004, -0.037, -0.018, -0.293, -0.017, -0.122, 0.079, -0.193, 0.130, 0.112, 0.108, 0.125, 0.127, 0.119, 0.118, 0.121, 0.112, 0.109, -0.061, -0.658, -0.167, -0.146, 0.083, -0.098, -0.140, -0.104, 0.163, 0.181, 0.130, 0.133, 0.133, 0.125, 0.126, 0.125, 0.127],
  "lumo_energy_ev": -2.434,
  "homo_ha": -0.4184,
  "de_lowest_kcal_mol": 6.5,
  "total_charge": 1,
  "total_energy_ha": -1589.79602
}

=====

Entry 4:
{
  "formula": "C40H82N4O6Zr",
  "method": "ωB97M-V with the def2-TZVPD basis set",
  "elements": ["Zr", "C", "C", "C", "C", "C", "C", "N", "O", "C", "C", "C", "H", "H", "H", "H", "H", "H", "H", "H", "H", "H", "H", "H", "H", "H", "H", "H", "H", "H", "C", "C", "C", "C", "C", "C", "N", "O", "C", "C", "C", "H", "H", "H", "H", "H", "H", "H", "H", "H", "H", "H", "H", "H", "H", "H", "H", "H", "H", "C", "C", "C", "C", "C", "C", "N", "O", "C", "C", "C", "H", "H", "H", "H", "H", "H", "H", "H", "H", "H", "H", "H", "H", "H", "H", "H", "H", "H", "C", "C", "C", "C", "C", "C", "N", "O", "C", "C", "C", "H", "H", "H", "H", "H", "H", "H", "H", "H", "H", "H", "H", "H", "H", "H", "H", "H", "H", "C", "O", "C", "C", "O", "C", "H", "H", "H", "H", "H", "H", "H", "H", "H", "H"],
  "coordinates": [[-0.09, -0.16, -0.70], [1.66, 0.96, 3.04], [0.61, 2.08, 2.68], [0.93, 3.17, 3.80], [1.89, 4.25, 3.33], [1.34, 4.84, 2.09], [1.44, 3.88, 0.95], [0.69, 2.61, 1.29], [0.80, 1.57, 0.32], [2.87, 3.74, 0.47], [0.65, 4.62, -0.18], [-0.83, 1.60, 2.88], [1.60, 0.48, 4.01], [2.69, 1.29, 2.96], [1.61, 0.18, 2.28], [1.48, 2.70, 4.62], [-0.04, 3.57, 4.09], [2.89, 3.82, 3.29], [2.01, 5.02, 4.09], [1.93, 5.74, 1.91], [0.30, 5.14, 2.22], [3.30, 4.73, 0.34], [2.84, 3.29, -0.52], [3.43, 3.05, 1.11], [1.04, 5.63, -0.35], [-0.36, 4.82, 0.17], [0.67, 4.09, -1.14], [-1.52, 2.44, 2.77], [-0.83, 1.11, 3.86], [-1.26, 0.91, 2.16], [-5.01, 0.61, 0.60], [-4.63, 0.79, -0.90], [-5.79, 1.68, -1.51], [-5.84, 3.14, -1.15], [-4.44, 3.75, -1.53], [-3.19, 2.95, -0.94], [-3.33, 1.47, -1.17], [-2.19, 0.70, -0.58], [-2.99, 3.41, 0.50], [-2.06, 3.45, -1.87], [-4.65, -0.61, -1.64], [-5.34, 1.48, 1.18], [-4.23, 0.14, 1.21], [-5.88, -0.04, 0.70], [-6.72, 1.22, -1.18], [-5.76, 1.66, -2.60], [-6.03, 3.44, -0.12], [-6.58, 3.65, -1.76], [-4.44, 4.77, -1.17], [-4.30, 3.83, -2.60], [-2.08, 2.98, 0.91], [-3.78, 3.13, 1.19], [-2.94, 4.50, 0.48], [-1.12, 3.00, -1.54], [-1.80, 4.50, -1.82], [-2.18, 3.12, -2.91], [-3.85, -1.21, -1.21], [-4.50, -0.56, -2.72], [-5.62, -1.08, -1.45], [1.16, -2.69, 3.51], [0.50, -3.53, 2.35], [0.02, -4.88, 2.93], [-1.16, -4.79, 3.88], [-2.36, -4.24, 3.03], [-2.06, -2.83, 2.41], [-0.69, -2.84, 1.78], [-0.29, -1.69, 0.96], [-2.14, -1.79, 3.56], [-3.29, -2.57, 1.47], [1.61, -3.97, 1.35], [1.50, -1.76, 3.06], [2.02, -3.24, 3.89], [0.39, -2.48, 4.25], [0.86, -5.29, 3.51], [-0.24, -5.62, 2.16], [-1.00, -4.14, 4.74], [-1.39, -5.76, 4.32], [-3.19, -4.04, 3.71], [-2.71, -5.10, 2.47], [-2.19, -2.26, 4.54], [-3.04, -1.18, 3.48], [-1.26, -1.14, 3.58], [-3.48, -3.40, 0.80], [-3.15, -1.67, 0.88], [-4.20, -2.53, 2.06], [2.46, -4.54, 1.73], [1.98, -3.13, 0.77], [1.11, -4.56, 0.59], [2.35, -1.76, -4.16], [3.33, -2.04, -3.07], [4.73, -1.97, -3.77], [5.90, -1.93, -2.81], [5.69, -0.80, -1.87], [4.36, -0.76, -1.08], [3.21, -1.01, -2.01], [1.94, -1.01, -1.33], [4.30, 0.66, -0.42], [4.52, -1.79, 0.09], [3.07, -3.52, -2.50], [1.29, -1.80, -3.90], [2.63, -2.42, -4.98], [2.40, -0.72, -4.50], [4.72, -1.11, -4.44], [4.86, -2.81, -4.45], [6.79, -1.73, -3.41], [6.05, -2.88, -2.30], [5.79, 0.19, -2.31], [6.48, -0.91, -1.13], [3.97, 1.38, -1.17], [5.23, 1.00, 0.03], [3.47, 0.72, 0.28], [5.43, -1.83, 0.69], [4.28, -2.83, -0.12], [3.70, -1.57, 0.77], [2.09, -3.61, -2.04], [3.81, -3.94, -1.81], [3.14, -4.21, -3.34], [-1.08, -2.97, -2.16], [-0.95, -1.54, -2.13], [-1.26, -1.09, -3.47], [-0.76, 0.34, -3.71], [0.04, 0.74, -2.61], [0.92, 1.78, -2.97], [-0.62, -3.39, -1.27], [-0.55, -3.53, -2.93], [-2.11, -3.32, -2.21], [-2.32, -1.27, -3.64], [-0.74, -1.71, -4.19], [-1.65, 0.96, -3.76], [-0.23, 0.51, -4.65], [1.64, 1.43, -3.71], [1.53, 2.06, -2.11], [0.36, 2.62, -3.39]],
  "lowdin_charge": [1.990, -0.044, -0.443, -0.120, -0.199, -0.186, -0.496, -0.081, -0.359, -0.027, -0.036, -0.043, 0.081, 0.077, 0.042, 0.107, 0.110, 0.113, 0.113, 0.125, 0.130, 0.092, 0.055, 0.077, 0.085, 0.067, 0.055, 0.068, 0.083, 0.057, -0.037, -0.444, -0.153, -0.184, -0.128, -0.461, -0.071, -0.361, -0.028, -0.056, -0.023, 0.068, 0.056, 0.078, 0.112, 0.115, 0.103, 0.106, 0.108, 0.102, 0.049, 0.076, 0.084, 0.037, 0.088, 0.075, 0.047, 0.067, 0.078, -0.014, -0.476, -0.163, -0.179, -0.141, -0.429, -0.088, -0.364, -0.030, -0.041, -0.039, 0.049, 0.083, 0.065, 0.113, 0.116, 0.093, 0.105, 0.106, 0.111, 0.073, 0.076, 0.055, 0.075, 0.042, 0.084, 0.090, 0.046, 0.072, -0.049, -0.467, -0.142, -0.189, -0.173, -0.452, -0.099, -0.343, -0.039, -0.034, -0.009, 0.054, 0.094, 0.080, 0.117, 0.115, 0.113, 0.116, 0.118, 0.113, 0.067, 0.091, 0.052, 0.083, 0.052, 0.057, 0.056, 0.060, 0.069, -0.049, -0.340, -0.138, -0.129, -0.372, -0.060, 0.091, 0.100, 0.106, 0.130, 0.113, 0.124, 0.140, 0.099, 0.082, 0.107],
  "lumo_energy_ev": 0.229,
  "homo_ha": -0.2495,
  "total_energy_ha": -2290.58230
}

=====

Entry 5:
{
  "formula": "C2H8N4O",
  "method": "ωB97M-V with the def2-TZVPD basis set",
  "elements": ["C", "C", "N", "N", "N", "N", "O", "H", "H", "H", "H", "H", "H", "H", "H"],
  "coordinates": [[1.54, 3.18, -0.34], [0.48, 2.14, 0.02], [-1.63, -2.93, 1.24], [-1.44, -4.01, 0.46], [0.30, 1.00, -0.55], [-1.36, -1.77, 0.95], [-0.76, -1.57, -0.27], [1.85, 2.98, -1.44], [1.17, 4.18, -0.21], [2.41, 2.96, 0.31], [-0.29, 2.21, 0.74], [-0.44, -0.65, -0.45], [-1.57, -3.96, -0.51], [-1.48, -4.74, 1.16], [1.22, 0.97, -1.12]],
  "lowdin_charge": [-0.064, -0.265, -0.144, 0.031, 0.058, -0.099, -0.105, 0.106, 0.054, 0.083, 0.089, 0.010, 0.064, 0.091, 0.093],
  "lumo_energy_ev": 0.883,
  "homo_ha": -0.3100,
  "smiles": "[H]/N=C\\C.N/N=N\\O",
  "de_lowest_kcal_mol": 118.4,
  "total_energy_ha": -375.11793
}

=====

Entry 6:
{
  "formula": "C3H4BeO4",
  "method": "ωB97M-V with the def2-TZVPD basis set",
  "elements": ["O", "C", "C", "O", "O", "C", "H", "H", "H", "O", "H", "Be"],
  "coordinates": [[0.60, 0.78, 1.27], [1.73, 0.66, 0.53], [-0.56, -0.01, 0.98], [1.91, -0.48, -0.03], [2.09, 1.73, 0.01], [-1.09, 0.14, -0.39], [-1.32, 0.36, 1.68], [-0.33, -1.06, 1.23], [-1.72, 0.92, -0.80], [-0.79, -0.91, -1.34], [-1.32, -0.83, -2.14], [0.81, -1.30, -0.99]],
  "lowdin_charge": [0.017, -0.620, -0.139, 0.026, 0.146, 0.048, 0.162, 0.141, 0.154, 0.035, 0.173, 0.856],
  "spin_multiplicity": 2,
  "lumo_energy_ev": [-6.903, -6.935],
  "homo_ha": [-0.5145, -0.5143],
  "de_lowest_kcal_mol": 26.3,
  "total_charge": 1,
  "total_energy_ha": -432.06735
}

=====

Entry 7:
{
  "formula": "C6H12O",
  "method": "ωB97M-V with the def2-TZVPD basis set",
  "elements": ["C", "C", "C", "C", "C", "C", "H", "H", "H", "H", "H", "H", "H", "H", "H", "H", "H", "H", "O"],
  "coordinates": [[-1.11, -2.39, -1.40], [-0.36, -2.15, -0.09], [-0.12, -3.11, 0.85], [2.29, 0.48, 0.24], [1.35, -0.54, 0.86], [0.24, -0.85, 0.12], [-1.78, -3.29, -1.20], [-1.64, -1.56, -1.86], [-0.35, -2.80, -2.14], [-0.77, -3.86, 1.24], [0.96, -3.33, 0.99], [2.79, 1.16, 0.96], [1.59, 1.00, -0.43], [3.01, -0.02, -0.38], [1.35, -0.63, 1.96], [-0.36, 0.00, -0.23], [-1.52, 6.80, 0.52], [-1.35, 5.76, -0.56], [-1.93, 6.49, -0.29]],
  "lowdin_charge": [-0.062, -0.372, 0.038, -0.112, -0.156, -0.131, 0.091, 0.057, 0.103, 0.045, 0.071, 0.075, 0.067, 0.061, 0.110, 0.113, 0.031, 0.031, -0.062],
  "lumo_energy_ev": -0.004,
  "homo_ha": -0.2674,
  "smiles": "C=C(C)/C=C/C.O",
  "de_lowest_kcal_mol": 112.0,
  "total_energy_ha": -310.88084
}

=====

Entry 8:
{
  "formula": "C20H60N2O13Pt",
  "method": "ωB97M-V with the def2-TZVPD basis set",
  "elements": ["Pt", "O", "C", "C", "O", "H", "H", "H", "H", "C", "C", "C", "C", "C", "C", "N", "O", "C", "C", "C", "H", "H", "H", "H", "H", "H", "H", "H", "H", "H", "H", "H", "H", "H", "H", "H", "H", "H", "H", "C", "C", "C", "C", "C", "C", "N", "O", "C", "C", "C", "H", "H", "H", "H", "H", "H", "H", "H", "H", "H", "H", "H", "H", "H", "H", "H", "H", "H", "H", "O", "H", "H", "O", "H", "H", "O", "H", "H", "O", "H", "H", "O", "H", "H", "O", "H", "H", "O", "H", "H", "O", "H", "H", "O", "H", "H"],
  "coordinates": [[0.19, -3.53, 2.78], [-1.33, -3.69, 1.25], [-1.07, -2.67, 0.30], [0.41, -2.16, 0.23], [1.09, -2.00, 1.46], [-1.78, -1.85, 0.43], [-1.41, -3.02, -0.68], [0.58, -1.19, -0.24], [0.95, -2.80, -0.47], [5.56, 0.43, -1.79], [4.11, 0.84, -2.36], [4.46, 1.88, -3.54], [3.27, 2.13, -4.48], [2.95, 0.75, -5.10], [2.43, -0.19, -3.99], [3.47, -0.30, -2.97], [3.19, -1.31, -2.06], [0.97, 0.09, -3.57], [2.34, -1.58, -4.74], [3.30, 1.57, -1.28], [5.43, -0.35, -1.04], [6.03, 1.27, -1.28], [6.23, 0.13, -2.60], [4.77, 2.83, -3.10], [5.23, 1.41, -4.15], [3.52, 2.92, -5.19], [2.37, 2.57, -4.03], [3.80, 0.33, -5.64], [2.16, 0.89, -5.83], [0.97, 0.92, -2.86], [0.31, 0.49, -4.35], [0.46, -0.68, -2.99], [1.67, -1.64, -5.60], [3.31, -1.80, -5.19], [2.09, -2.43, -4.10], [3.64, 2.51, -0.86], [2.99, 0.80, -0.56], [2.29, 1.82, -1.63], [2.35, -1.03, -1.67], [-2.07, 1.09, -0.14], [-1.95, 2.28, 0.82], [-3.21, 3.15, 0.65], [-3.34, 4.15, 1.81], [-3.38, 3.46, 3.15], [-2.03, 2.63, 3.38], [-1.85, 1.74, 2.21], [-0.90, 0.75, 2.33], [-0.96, 3.57, 3.86], [-2.36, 1.67, 4.53], [-0.75, 3.19, 0.51], [-2.81, 0.30, -0.04], [-1.16, 0.47, -0.13], [-2.28, 1.46, -1.14], [-3.00, 3.68, -0.27], [-4.13, 2.56, 0.60], [-4.23, 4.77, 1.69], [-2.49, 4.83, 1.72], [-4.23, 2.77, 3.15], [-3.52, 4.20, 3.94], [-1.18, 4.03, 4.82], [-0.07, 2.94, 3.98], [-0.76, 4.43, 3.22], [-3.22, 1.05, 4.26], [-1.57, 0.93, 4.68], [-2.72, 2.26, 5.37], [-0.69, 3.62, -0.49], [0.10, 2.50, 0.57], [-0.57, 4.01, 1.20], [-0.07, 1.24, 2.40], [-1.99, -6.27, 0.48], [-2.89, -6.18, 0.17], [-1.68, -5.37, 0.60], [-3.89, -2.58, -2.38], [-3.45, -2.25, -1.60], [-3.41, -2.19, -3.11], [-4.62, -2.30, 0.38], [-4.12, -1.77, 1.01], [-4.07, -3.08, 0.24], [1.86, 0.66, 2.38], [2.44, 0.34, 3.06], [1.47, -0.13, 2.00], [-3.81, -0.55, 2.15], [-3.35, 0.29, 2.11], [-3.66, -0.86, 3.05], [3.92, -2.09, 1.55], [4.11, -1.18, 1.79], [2.97, -2.11, 1.42], [-3.76, -5.07, 2.64], [-2.97, -4.83, 2.14], [-3.86, -6.01, 2.50], [2.23, -4.97, -0.62], [1.70, -4.18, -0.76], [3.01, -4.83, -1.16], [-1.05, -1.77, 3.69], [-1.02, -0.98, 3.14], [-1.96, -1.85, 3.97]],
  "lowdin_charge": [1.181, -0.373, -0.288, -0.292, -0.375, 0.075, 0.114, 0.098, 0.073, -0.010, -0.458, -0.123, -0.175, -0.138, -0.478, -0.116, 0.000, -0.030, -0.041, -0.031, 0.068, 0.074, 0.074, 0.114, 0.108, 0.105, 0.103, 0.118, 0.115, 0.052, 0.090, 0.072, 0.082, 0.078, 0.071, 0.091, 0.068, 0.053, 0.060, -0.020, -0.476, -0.128, -0.185, -0.111, -0.491, -0.123, -0.042, -0.029, -0.035, -0.009, 0.075, 0.063, 0.096, 0.120, 0.127, 0.114, 0.100, 0.119, 0.121, 0.093, 0.091, 0.074, 0.070, 0.079, 0.096, 0.093, 0.077, 0.067, 0.067, -0.060, 0.034, -0.029, -0.050, -0.017, 0.030, -0.054, -0.035, 0.015, -0.044, 0.053, -0.005, -0.029, 0.017, 0.046, -0.060, 0.016, -0.031, -0.059, -0.032, 0.031, -0.043, -0.020, 0.040, -0.090, 0.016, 0.063],
  "spin_multiplicity": 3,
  "lumo_energy_ev": [-1.998, -2.413],
  "homo_ha": [-0.3163, -0.3163],
  "total_energy_ha": -2004.68171
}